# 1
{"formula": "C4H12", "method": "ωB97M-V/def2-TZVPD", "symbols": ["C", "C", "H", "H", "H", "H", "H", "H", "C", "C", "H", "H", "H", "H", "H", "H"], "positions_angstrom": [[0.09562, 2.01580, -0.81661], [1.01162, 1.10829, -1.65272], [0.15823, 3.03860, -1.19127], [-0.96635, 1.77173, -0.98560], [0.22826, 2.03428, 0.25283], [1.51691, 1.71455, -2.40536], [0.41643, 0.37839, -2.20241], [1.75735, 0.56570, -1.08735], [-0.60650, -1.53031, 2.00466], [-0.43990, -1.65068, 0.47911], [0.26110, -1.90533, 2.54243], [-0.80277, -0.50809, 2.35260], [-1.46274, -2.09646, 2.37916], [-0.36074, -0.65783, 0.05679], [0.50309, -2.15884, 0.25831], [-1.30960, -2.11980, 0.01543]], "forces_ev_per_angstrom": [[-0.9, 0.3, -0.8], [-0.4, 0.2, -0.2], [0.2, 0.1, 0.3], [0.3, -0.2, 0.1], [0.4, -0.2, 0.3], [0.2, -0.1, 0.1], [0.1, -0.1, 0.1], [0.1, 0.0, 0.2], [-0.5, 0.0, 0.3], [0.1, 0.4, 0.6], [0.1, 0.1, 0.0], [0.2, -0.1, -0.3], [0.1, -0.2, -0.1], [0.1, 0.2, -0.2], [-0.4, -0.2, -0.3], [0.3, -0.2, 0.0]], "smiles": "CC.CC", "de_lowest_kcal_mol": 7.1, "e_lumo_ev": 1.2, "homo_lumo_gap_ev": 12.9}



# 2
{"formula": "C66H64O22", "method": "ωB97M-V/def2-TZVPD", "symbols": ["O", "C", "C", "C", "C", "O", "C", "C", "H", "H", "H", "H", "O", "C", "C", "C", "C", "O", "C", "C", "H", "H", "H", "H", "H", "H", "O", "C", "C", "C", "C", "O", "C", "C", "H", "H", "H", "H", "H", "H", "O", "C", "C", "C", "C", "O", "C", "C", "H", "H", "H", "H", "H", "H", "O", "C", "C", "C", "C", "O", "C", "C", "H", "H", "H", "H", "H", "H", "O", "C", "C", "C", "C", "O", "C", "C", "H", "H", "H", "H", "H", "H", "O", "C", "C", "C", "C", "O", "C", "C", "H", "H", "H", "H", "H", "H", "O", "C", "C", "C", "C", "O", "C", "C", "H", "H", "H", "H", "H", "H", "O", "C", "C", "C", "C", "O", "C", "C", "H", "H", "H", "H", "H", "H", "O", "C", "C", "C", "C", "O", "C", "C", "H", "H", "H", "H", "H", "H", "O", "C", "C", "C", "C", "O", "C", "C", "H", "H", "H", "H", "H", "H"], "positions_angstrom": [[10.91923, -12.24934, 3.42646], [11.73011, -12.28673, 4.31486], [12.04954, -13.55349, 5.12173], [12.96730, -13.52164, 6.11007], [13.66662, -12.30307, 6.45180], [14.40178, -12.24422, 7.43136], [13.43664, -11.06214, 5.58461], [12.50905, -11.04336, 4.63169], [11.39110, -14.47919, 4.91053], [13.06530, -14.47840, 6.69121], [14.13095, -10.27295, 5.84586], [12.38901, -10.19373, 4.00223], [13.77514, -11.32209, 10.42943], [12.56473, -11.32171, 9.68904], [12.18754, -10.19305, 9.01065], [11.12238, -10.19742, 8.12647], [10.38827, -11.43044, 7.88256], [9.40865, -11.52485, 6.91421], [10.71818, -12.51841, 8.63954], [11.84302, -12.46467, 9.58446], [14.42392, -11.51846, 9.74502], [12.67391, -9.25972, 9.17675], [10.81847, -9.32235, 7.64780], [8.94581, -10.73637, 6.69171], [10.15137, -13.41345, 8.47337], [12.05702, -13.34758, 10.15016], [19.36475, -8.24993, 10.85243], [19.35949, -9.58469, 11.23283], [20.54558, -10.18265, 11.69279], [20.47201, -11.50378, 12.10519], [19.28574, -12.27087, 12.05330], [19.26663, -13.62032, 12.32485], [18.14785, -11.67643, 11.52175], [18.18133, -10.31348, 11.09865], [20.15319, -7.84030, 11.23391], [21.50742, -9.75527, 11.56852], [21.35246, -12.04266, 12.31473], [18.66992, -14.03985, 11.73061], [17.27193, -12.29485, 11.38072], [17.29872, -9.76297, 10.62362], [12.96049, -12.88550, 15.49184], [11.95890, -13.81515, 15.57509], [11.12946, -13.86714, 16.75002], [10.01063, -14.60894, 16.72282], [9.62927, -15.34792, 15.54558], [8.37921, -16.00109, 15.50299], [10.52018, -15.44158, 14.54352], [11.67658, -14.70720, 14.56668], [13.24153, -12.90381, 14.54165], [11.44988, -13.33603, 17.65770], [9.36107, -14.58240, 17.61151], [7.82751, -15.62698, 16.18083], [10.25612, -16.09716, 13.73506], [12.32428, -14.75495, 13.68908], [14.41708, -14.26616, 17.36829], [15.62642, -14.54899, 16.84356], [16.33904, -15.75091, 17.08246], [17.56617, -16.00628, 16.43014], [18.11767, -15.09326, 15.51405], [19.27445, -15.36637, 14.81428], [17.40115, -13.89412, 15.23177], [16.25462, -13.63761, 15.97287], [14.02212, -13.60469, 16.80357], [15.88304, -16.51600, 17.68873], [17.97301, -17.03768, 16.48805], [19.30468, -14.82053, 14.01278], [17.75730, -13.11592, 14.55557], [15.77245, -12.71146, 15.94088], [20.12208, -23.71880, 12.95020], [19.73836, -22.49199, 13.48199], [20.47917, -21.40502, 13.08718], [20.09034, -20.12381, 13.55726], [18.99755, -19.93368, 14.38900], [18.39373, -18.70045, 14.74777], [18.31913, -21.06651, 14.85511], [18.66961, -22.36422, 14.41284], [19.66039, -24.43720, 13.34474], [21.46583, -21.58176, 12.62696], [20.60280, -19.19093, 13.32966], [19.00187, -17.89245, 14.55112], [17.54150, -20.75473, 15.56184], [18.18161, -23.22547, 14.79648], [25.08009, -17.03813, 11.48373], [23.74785, -17.13316, 11.66816], [23.19739, -16.41004, 12.69396], [21.85552, -16.34488, 12.80930], [20.95600, -16.99754, 11.99404], [19.66356, -16.87176, 12.35714], [21.47100, -17.77630, 10.94346], [22.84829, -17.75044, 10.76517], [25.25453, -17.68524, 10.80589], [23.87140, -15.86505, 13.29990], [21.41680, -15.80436, 13.63072], [19.01756, -17.47143, 11.92646], [20.77580, -18.29489, 10.33112], [23.17664, -18.31655, 9.88785], [14.01761, -13.48770, 12.83607], [14.76503, -14.67365, 12.62902], [15.58872, -14.80296, 11.51985], [16.38306, -15.95231, 11.33211], [16.42502, -16.94092, 12.31052], [17.25784, -17.96305, 12.09181], [15.59225, -16.75440, 13.44575], [14.75713, -15.65422, 13.60844], [14.19720, -12.81474, 12.13529], [15.68648, -14.05915, 10.73625], [16.89370, -16.04212, 10.41052], [17.44954, -18.42474, 12.94882], [15.70302, -17.56791, 14.14065], [14.10764, -15.58523, 14.46405], [21.39434, -13.48633, 9.56832], [20.22627, -13.75210, 8.95962], [19.38637, -12.70750, 8.61902], [18.12527, -13.01140, 8.01322], [17.67287, -14.24878, 7.73984], [16.43408, -14.59171, 7.16326], [18.63171, -15.30228, 7.99899], [19.84791, -15.03448, 8.57596], [21.83504, -14.33017, 9.82737], [19.58339, -11.59361, 8.87862], [17.61649, -12.06834, 7.72570], [15.89904, -13.81572, 7.31705], [18.39869, -16.33404, 7.77209], [20.41873, -15.90553, 8.79855], [15.70393, -17.77096, 6.23994], [15.05081, -17.85344, 5.04942], [14.59328, -16.76908, 4.31327], [13.86885, -16.92253, 3.13952], [13.64329, -18.16740, 2.63783], [13.14966, -18.52956, 1.38668], [13.98569, -19.26506, 3.44619], [14.70830, -19.10133, 4.65748], [15.62259, -16.93736, 6.72299], [14.66965, -15.69772, 4.64570], [13.62894, -16.01975, 2.58358], [12.81572, -17.74699, 0.91561], [13.75574, -20.24370, 3.07946], [14.96227, -19.92508, 5.33691], [17.82660, -22.76933, 10.91652], [17.90788, -21.78222, 9.92672], [16.83079, -21.70793, 9.10669], [16.81774, -20.84693, 7.93721], [17.92339, -19.98108, 7.70140], [17.98148, -19.14969, 6.56479], [18.98589, -20.14191, 8.56769], [19.03228, -21.05749, 9.62591], [18.61726, -22.71890, 11.49797], [16.02849, -22.30557, 9.50432], [16.05651, -20.89721, 7.20837], [17.02701, -19.05083, 6.32219], [19.82844, -19.49675, 8.51926], [19.87337, -21.19384, 10.21584]], "forces_ev_per_angstrom": [[-0.3, -0.5, -0.1], [0.5, 0.0, 0.5], [-0.9, -0.1, -0.3], [-1.6, -2.3, -0.7], [0.4, 1.3, 0.2], [0.0, 0.0, -0.5], [0.4, -1.2, 0.9], [0.7, -1.0, 0.7], [1.3, 1.7, 0.3], [0.4, 1.3, -0.3], [-0.3, 0.3, -0.2], [-0.4, 0.5, -0.4], [-0.8, 0.0, -0.3], [1.1, -0.6, 0.8], [-1.2, 0.9, -0.9], [-0.4, -2.9, 0.6], [0.8, 2.5, 0.2], [0.9, -1.7, 0.6], [1.7, 0.0, 1.2], [-2.6, -0.5, -2.0], [0.4, 0.0, 0.0], [0.6, 0.4, 0.1], [-0.3, 1.3, -0.8], [-0.1, 1.2, 0.1], [-0.1, -0.5, 0.2], [0.3, -0.3, 0.2], [0.0, -0.5, 0.2], [0.3, 0.4, 0.0], [-1.8, -1.3, -0.1], [-1.0, -0.7, -0.3], [-0.2, 1.3, -0.9], [1.4, 0.6, 1.2], [0.3, 1.4, -0.3], [-0.7, 0.0, -0.1], [-0.2, -0.1, -0.2], [0.6, 0.7, 0.2], [1.0, -0.4, 0.4], [-0.9, -0.7, -0.8], [-0.2, 0.1, 0.0], [1.2, -1.1, 0.9], [0.2, -0.3, -0.9], [-1.4, -0.4, 1.2], [2.4, 1.1, -0.8], [-2.1, -1.1, -0.5], [-1.4, 0.5, 2.9], [1.7, 0.2, -0.7], [-0.9, -1.0, -0.6], [1.3, 0.9, -0.9], [0.3, 0.1, 0.8], [-0.3, -0.1, -0.5], [0.2, -0.3, -0.5], [-0.3, 0.2, 0.5], [0.2, -0.1, -0.5], [-0.3, 0.1, 0.3], [0.3, -0.8, 0.9], [2.4, -0.9, -0.8], [-0.4, 0.9, -0.7], [-0.2, -0.3, -0.5], [-1.1, 0.9, -0.6], [-0.3, -0.5, 0.5], [0.3, -0.7, 1.4], [-0.1, -1.2, 0.4], [-0.4, 0.6, -0.4], [0.0, -0.1, 0.2], [0.0, 1.0, 0.2], [-0.1, 0.0, 0.0], [0.2, -0.4, 0.1], [-0.6, 1.5, -0.6], [0.5, 1.4, -0.3], [-0.7, -0.9, 0.8], [0.5, 1.3, 0.9], [0.1, 0.7, -0.1], [-0.7, -0.6, -0.3], [2.2, 0.7, -1.0], [0.2, 0.0, -0.2], [0.8, 2.1, -0.5], [-0.7, -0.8, 0.6], [-0.8, 0.3, -0.2], [0.5, -0.5, -0.4], [-1.2, -1.8, 0.3], [0.0, -1.1, -0.2], [-0.5, -0.6, 0.2], [0.3, -0.5, -0.2], [-1.8, 0.1, -1.2], [0.8, -0.2, -0.6], [-1.5, 0.6, 1.2], [0.8, -0.8, -0.5], [-0.9, -0.2, -0.2], [-0.2, 1.6, 1.6], [0.7, -0.9, -0.4], [0.8, -0.3, -0.5], [0.4, 0.5, 0.8], [0.0, 0.3, 0.2], [0.4, 0.3, -0.1], [-0.2, -0.5, -0.7], [0.5, 0.2, 0.3], [0.5, -0.3, -0.6], [0.2, 1.5, -0.2], [0.5, -0.9, -0.2], [-1.2, 0.7, 1.0], [-1.5, 2.5, 0.1], [0.7, -1.8, 1.1], [1.1, -0.8, -1.0], [0.4, -0.5, -0.4], [-0.2, -0.8, 0.5], [-0.4, 0.2, 0.1], [0.8, -0.2, -0.7], [-0.3, 0.3, -0.6], [-0.5, 0.1, 0.7], [0.1, 0.1, 0.2], [1.2, -0.8, 0.7], [-0.5, 0.7, -0.6], [-0.8, 1.0, 0.3], [0.8, 3.4, 0.2], [1.2, -3.2, -0.3], [1.5, 0.3, 0.7], [-1.6, 0.9, -0.3], [-0.9, -0.3, 0.1], [-0.5, 0.9, -0.3], [0.0, -2.3, -0.5], [-0.4, -0.9, 0.2], [-0.8, 0.5, -0.1], [-0.2, 0.0, -0.1], [0.9, -0.3, 0.2], [0.2, 0.1, 0.6], [-0.7, 1.7, 0.5], [-0.3, 1.8, 0.5], [0.5, 1.1, -0.4], [0.0, -2.5, -0.1], [-0.2, 1.1, 0.5], [1.0, 0.5, 0.8], [-1.2, -1.6, -1.6], [0.1, 0.2, -0.5], [0.4, -1.3, 0.0], [-0.2, -0.1, 0.0], [0.2, -0.3, 0.3], [-0.1, -0.4, -0.1], [-0.2, 0.1, -0.6], [0.9, 1.0, 0.1], [0.6, -1.4, 0.5], [-1.1, 1.6, -2.0], [1.7, -0.5, 2.2], [-1.1, -1.3, -0.5], [-0.9, -1.2, 1.6], [0.7, 0.2, 0.8], [-1.5, 0.8, -1.1], [-0.7, 0.0, -0.6], [-0.7, -0.1, -0.8], [-1.1, 0.0, -0.4], [1.1, 0.5, 0.0], [0.7, 0.5, -0.6], [1.7, 0.1, 0.9]], "smiles": "O=C1C=CC(=O)C=C1.Oc1ccc(O)cc1.Oc1ccc(O)cc1.Oc1ccc(O)cc1.Oc1ccc(O)cc1.Oc1ccc(O)cc1.Oc1ccc(O)cc1.Oc1ccc(O)cc1.Oc1ccc(O)cc1.Oc1ccc(O)cc1.Oc1ccc(O)cc1", "e_lumo_ev": -2.1, "homo_lumo_gap_ev": 5.4}



# 3
{"formula": "C5H8O2", "method": "ωB97M-V/def2-TZVPD", "symbols": ["O", "C", "C", "C", "O", "C", "C", "H", "H", "H", "H", "H", "H", "H", "H"], "positions_angstrom": [[0.33386, -0.96318, -1.70210], [-0.15188, -0.58682, -0.51118], [0.85076, -0.33124, 0.59644], [2.20837, 0.17748, 0.17829], [2.64875, 0.13591, -0.95213], [-1.48416, -0.53146, -0.32731], [-2.29976, 1.19214, 0.67457], [1.27857, -0.71723, -1.75748], [0.43494, 0.35370, 1.34170], [1.04300, -1.27163, 1.13722], [2.83548, 0.57969, 0.99578], [-1.97361, -0.44294, 0.66519], [-2.13839, -0.76573, -1.15922], [-2.25774, 1.69031, -0.31287], [-1.32818, 1.48100, 1.13312]], "forces_ev_per_angstrom": [[0.0, 0.1, 0.0], [-0.2, 0.0, 0.2], [-0.1, 0.1, 0.0], [0.1, 0.0, -0.3], [-0.2, 0.0, 0.5], [0.1, 0.0, -0.1], [0.3, 0.0, -0.2], [-0.1, 0.0, 0.0], [0.0, -0.1, -0.1], [0.0, 0.1, -0.1], [-0.1, 0.0, -0.1], [0.1, 0.0, 0.0], [0.1, 0.1, 0.1], [-0.1, -0.1, 0.2], [-0.2, 0.0, -0.1]], "de_lowest_kcal_mol": 128.3, "e_lumo_ev": 0.2, "homo_lumo_gap_ev": 8.7}



# 4
{"formula": "C19H36BBiFN16OSbSe4Si", "method": "ωB97M-V/def2-TZVPD", "symbols": ["Bi", "C", "Si", "C", "C", "N", "C", "C", "C", "C", "C", "C", "F", "H", "H", "H", "H", "H", "H", "H", "H", "H", "H", "H", "H", "H", "N", "C", "N", "N", "N", "N", "C", "N", "N", "N", "N", "H", "C", "N", "C", "C", "N", "N", "C", "C", "H", "H", "H", "H", "H", "H", "H", "H", "H", "H", "H", "H", "H", "Se", "Sb", "Se", "Se", "Se", "B", "C", "N", "H", "H", "H", "C", "N", "C", "N", "O", "H", "H", "H", "H", "H", "H"], "positions_angstrom": [[0.46128, 0.16409, -0.42001], [0.13269, 5.03761, 1.23045], [0.92608, 3.52002, 0.43203], [2.21952, 2.99098, 1.67171], [1.75768, 4.03567, -1.16209], [-0.26886, 2.26043, 0.10922], [-1.62386, 2.44078, 0.36731], [-2.33670, 3.59476, -0.00151], [-3.69047, 3.74998, 0.25457], [-4.41524, 2.74742, 0.87907], [-3.76043, 1.57405, 1.22467], [-2.41976, 1.45622, 0.95882], [-1.82304, 0.26678, 1.26288], [0.93659, 5.58880, 1.72712], [-0.60426, 4.76897, 1.98937], [-0.33768, 5.71532, 0.51650], [2.95327, 3.80018, 1.74235], [2.77059, 2.09201, 1.40331], [1.77543, 2.83191, 2.65634], [2.47474, 4.83618, -0.95978], [1.03869, 4.39826, -1.90236], [2.31987, 3.21048, -1.60574], [-1.80440, 4.38183, -0.51814], [-4.18243, 4.66535, -0.05260], [-5.47381, 2.86030, 1.07165], [-4.27455, 0.73933, 1.68218], [-1.09201, -2.77676, -2.41483], [0.26857, -2.73538, -2.61626], [0.92505, -3.74563, -3.20223], [2.18781, -3.35545, -3.24152], [2.26910, -2.18114, -2.70195], [1.07208, -1.73767, -2.28851], [-1.90261, -1.66535, -2.27562], [-3.15372, -1.67318, -2.71178], [-3.62027, -0.44819, -2.41664], [-2.70983, 0.25465, -1.84056], [-1.58112, -0.49263, -1.72460], [-1.54906, -3.55543, -2.85974], [2.24806, -3.22311, 0.47704], [1.38412, -3.62625, 1.57242], [1.43582, -5.06164, 1.80384], [0.13511, -3.02555, 1.63688], [-0.31530, -2.31559, 0.65749], [-0.56544, -3.28918, 2.79863], [-1.90930, -2.75733, 2.91593], [0.13612, -3.36515, 4.07623], [3.25149, -3.60599, 0.66139], [2.31583, -2.13953, 0.43987], [1.89428, -3.60520, -0.48427], [1.15814, -5.61681, 0.89704], [0.76559, -5.35672, 2.60577], [2.45479, -5.34318, 2.07465], [-1.19009, -1.87527, 0.92263], [-1.91658, -1.67074, 3.06028], [-2.38290, -3.21788, 3.78337], [-2.49758, -3.01204, 2.03322], [1.20475, -3.45429, 3.91188], [-0.21507, -4.22977, 4.64913], [-0.04067, -2.45769, 4.65733], [5.78329, -2.52672, -2.10800], [4.14084, -0.93931, -2.72622], [3.86188, 0.21439, -4.77588], [5.09797, 1.88836, -1.06451], [3.44988, 0.27660, -0.57178], [0.05302, 0.46907, 4.65842], [0.63277, 0.24886, 3.20072], [1.00170, 0.10747, 2.11384], [0.48256, -0.39624, 5.39500], [-1.15933, 0.40057, 4.56065], [0.40601, 1.56836, 5.03446], [-0.00818, -0.18415, -4.98777], [-0.60028, 1.02093, -4.44077], [-0.25609, 1.55916, -3.26023], [-1.05507, 2.59393, -2.82566], [0.74399, 1.19025, -2.61439], [0.09405, -0.07950, -6.06769], [-0.61881, -1.06319, -4.76922], [0.98522, -0.30644, -4.56561], [-1.42782, 1.39259, -4.87329], [-2.04185, 2.36231, -2.84779], [-0.78187, 2.83605, -1.87814]], "forces_ev_per_angstrom": [[0.2, 0.2, -0.2], [0.0, 0.0, 0.0], [0.0, 0.0, 0.0], [0.0, 0.0, 0.0], [0.0, 0.0, 0.1], [0.0, 0.1, 0.0], [-0.1, 0.1, 0.0], [0.0, 0.0, 0.0], [0.0, 0.0, 0.0], [0.0, 0.0, 0.0], [0.0, 0.0, 0.0], [0.0, 0.0, 0.1], [0.0, 0.0, 0.0], [0.0, 0.0, 0.0], [0.0, 0.0, 0.0], [0.0, 0.0, 0.0], [0.0, 0.0, 0.0], [0.0, 0.0, 0.0], [0.0, 0.0, 0.0], [0.0, 0.0, 0.0], [0.0, 0.0, 0.0], [0.0, 0.0, 0.0], [0.0, 0.0, 0.0], [0.0, 0.0, 0.0], [0.0, 0.0, 0.0], [0.0, 0.0, 0.0], [0.0, 0.0, 0.0], [0.1, 0.1, 0.0], [0.0, 0.0, 0.0], [0.0, 0.0, 0.0], [0.1, 0.0, 0.0], [-0.1, -0.1, 0.1], [-0.1, 0.1, 0.0], [0.0, 0.0, 0.0], [0.0, 0.0, 0.0], [0.0, 0.0, 0.0], [0.0, -0.1, 0.1], [0.0, 0.0, 0.0], [0.0, 0.0, 0.0], [0.0, 0.0, 0.0], [0.0, 0.0, 0.0], [0.0, 0.0, 0.0], [0.0, 0.0, 0.1], [0.0, 0.0, 0.0], [0.0, 0.0, 0.0], [0.0, 0.0, 0.0], [0.0, 0.0, 0.0], [0.0, 0.0, 0.0], [0.0, 0.0, -0.1], [0.0, 0.0, 0.0], [0.0, 0.0, 0.0], [0.0, 0.0, 0.0], [0.0, 0.0, 0.0], [0.0, 0.0, 0.0], [0.0, 0.0, 0.0], [0.0, 0.0, 0.0], [0.0, 0.0, 0.0], [0.0, 0.0, 0.0], [0.0, 0.0, 0.0], [0.1, -0.1, -0.1], [-0.3, 0.1, 0.4], [0.0, 0.0, -0.1], [-0.2, 0.0, 0.1], [0.3, -0.1, -0.2], [0.0, 0.0, 0.0], [-0.1, -0.1, -0.1], [0.0, -0.1, 0.0], [0.0, 0.0, 0.0], [0.0, 0.0, 0.0], [0.0, 0.0, 0.0], [0.0, 0.0, 0.0], [0.0, 0.0, 0.0], [0.0, 0.1, 0.0], [0.0, -0.1, 0.0], [-0.1, 0.0, -0.1], [0.0, 0.0, 0.0], [0.0, 0.0, 0.0], [0.0, 0.0, 0.0], [0.0, 0.0, 0.0], [0.0, 0.0, 0.0], [0.0, 0.0, 0.0]], "charge": -2, "de_lowest_kcal_mol": 0.0, "e_lumo_ev": 4.1, "homo_lumo_gap_ev": 6.2}